(1)
The following is a quantum chemistry calculation of a cluster of 5 separate species, C29H33FN4O4Si in total, from OMol25.

Properties
* lowest unoccupied orbital energy: -1.685 eV
* SMILES: C[Si](C)(C)OCCC1=C(F)C(=O)OC1=O.c1ccncc1.c1ccncc1.c1ccncc1.c1ccncc1
* E_HOMO: -9.4529 eV
* E_tot: -2034.108333 a.u.
* Kohn-Sham gap: 7.8 eV

Atoms and positions in Å:
C  7.47  -1.79  -3.05
Si  5.54  -1.83  -2.79
C  5.27  -2.52  -1.03
C  4.96  -0.01  -2.95
O  4.84  -2.78  -4.07
C  3.54  -3.30  -3.74
C  2.31  -2.25  -4.04
C  1.80  -1.47  -2.74
C  1.42  -0.08  -2.82
F  1.41  0.78  -3.95
C  1.05  0.21  -1.29
O  0.98  1.42  -0.94
O  0.89  -0.96  -0.50
C  1.63  -1.99  -1.22
O  2.06  -3.03  -0.70
H  7.89  -2.85  -2.93
H  7.72  -1.31  -4.05
H  7.91  -1.12  -2.20
H  4.89  -3.62  -1.07
H  4.44  -1.92  -0.47
H  6.21  -2.45  -0.39
H  4.10  0.10  -3.69
H  4.73  0.48  -1.93
H  5.83  0.62  -3.39
H  3.45  -3.77  -2.71
H  3.34  -4.16  -4.49
H  2.52  -1.57  -4.94
H  1.43  -2.93  -4.37
C  -1.40  -1.36  1.88
C  -2.55  -1.88  2.47
C  -3.57  -1.01  2.79
N  -3.52  0.32  2.57
C  -2.40  0.79  2.00
C  -1.33  0.00  1.64
H  -0.58  -2.02  1.61
H  -2.64  -2.94  2.67
H  -4.49  -1.36  3.25
H  -2.39  1.87  1.83
H  -0.45  0.44  1.18
C  -3.19  3.17  4.78
C  -2.96  4.13  5.76
C  -2.97  3.73  7.08
N  -3.20  2.47  7.48
C  -3.43  1.56  6.51
C  -3.43  1.86  5.16
H  -3.19  3.45  3.73
H  -2.77  5.17  5.49
H  -2.80  4.44  7.88
H  -3.61  0.55  6.86
H  -3.61  1.09  4.42
C  -7.11  -1.73  1.50
C  -8.32  -1.42  0.90
C  -9.32  -2.37  0.91
N  -9.19  -3.58  1.48
C  -8.01  -3.86  2.06
C  -6.95  -2.97  2.10
H  -6.30  -1.01  1.51
H  -8.48  -0.46  0.42
H  -10.29  -2.18  0.46
H  -7.94  -4.84  2.51
H  -6.02  -3.25  2.58
C  2.48  4.69  -2.59
C  3.65  5.38  -2.30
C  4.85  4.88  -2.80
N  4.94  3.77  -3.55
C  3.79  3.12  -3.81
C  2.56  3.53  -3.36
H  1.53  5.04  -2.22
H  3.64  6.28  -1.70
H  5.79  5.39  -2.61
H  3.90  2.23  -4.42
H  1.67  2.97  -3.61

(2)
The following is a quantum chemistry calculation of a structure of composition C19H19IrOPS3Sb, from OMol25.

Properties
* spin multiplicity: 6
* charge: -1
* lowest unoccupied orbital energy (spin up / spin down): 2.675 / 1.072 eV
* E_HOMO (spin up / spin down): -1.0270 / -4.5262 eV
* E_tot: -2690.657216 a.u.
* ΔE to the lowest compared entry with this formula, charge and spin: 6.164 eV
* Kohn-Sham gap (spin up / spin down): 3.7 / 5.6 eV

Atoms and positions in Å:
Ir  -1.30  0.51  1.72
S  -2.47  -2.62  4.95
Sb  -1.88  -0.78  5.58
S  -2.77  0.24  3.62
S  -0.43  -0.53  3.71
C  2.94  1.31  -3.90
C  2.57  0.02  -3.51
C  1.74  -0.17  -2.40
C  1.27  0.93  -1.66
C  1.65  2.22  -2.07
C  2.47  2.41  -3.18
P  0.19  0.78  -0.20
C  0.57  -0.88  0.44
C  -0.36  -1.93  0.50
C  0.00  -3.18  1.02
C  1.29  -3.40  1.50
C  2.22  -2.36  1.47
C  1.87  -1.12  0.94
C  -1.37  0.69  -0.91
C  -1.93  0.14  -2.05
C  -3.29  0.33  -2.29
C  -4.06  1.08  -1.39
C  -3.46  1.63  -0.26
C  -2.09  1.43  -0.02
H  3.58  1.45  -4.77
H  2.93  -0.84  -4.07
H  1.47  -1.18  -2.13
H  1.30  3.09  -1.53
H  2.75  3.41  -3.49
H  -1.38  -1.80  0.15
H  -0.73  -3.98  1.06
H  1.56  -4.36  1.92
H  3.23  -2.52  1.85
H  2.61  -0.33  0.93
H  -1.33  -0.43  -2.75
H  -3.75  -0.09  -3.18
H  -5.12  1.23  -1.58
H  -4.04  2.21  0.44
C  1.18  1.45  2.28
O  0.65  0.19  1.91
H  2.23  1.34  2.57
H  0.61  1.85  3.13
H  1.11  2.14  1.44
H  0.74  -0.40  2.69
H  -3.00  0.79  1.56

(3)
The following is a quantum chemistry calculation of a cluster of 4 separate species, C39H68O17S in total, from OMol25.

Properties
* lowest unoccupied orbital energy: -0.109 eV
* SMILES: CCCCCCCCCCCCCCCC[C@@]1(O)CCS(=O)(=O)O[C@]1(CC(=O)OC(C)=O)OCCC.C[C@@H]1COC(=O)O1.C[C@@H]1COC(=O)O1.C[C@@H]1COC(=O)O1
* E_HOMO: -10.2928 eV
* E_tot: -3204.137627 a.u.
* Kohn-Sham gap: 10.2 eV

Atoms and positions in Å:
C  -6.64  -1.19  4.10
C  -5.18  -0.82  4.40
C  -4.22  -1.88  3.81
C  -3.15  -2.37  4.80
C  -2.94  -3.88  4.76
C  -2.11  -4.38  3.58
C  -0.83  -3.57  3.34
C  0.35  -4.43  2.92
C  1.75  -3.81  3.13
C  1.81  -2.30  3.24
C  1.46  -1.58  1.94
C  1.39  -0.07  2.11
C  0.20  0.46  2.91
C  -1.17  0.18  2.26
C  -1.60  1.32  1.35
C  -2.43  0.90  0.13
C  -1.60  0.36  -1.06
O  -0.22  0.57  -0.80
C  -1.82  -1.16  -1.07
C  -1.13  -1.91  -2.21
S  -1.69  -1.23  -3.74
O  -0.79  -1.69  -4.76
O  -3.05  -1.57  -3.99
O  -1.40  0.32  -3.56
C  -1.94  1.06  -2.40
C  -3.46  1.21  -2.62
C  -3.88  1.57  -4.02
O  -4.76  0.98  -4.62
O  -3.27  2.70  -4.56
C  -2.47  2.48  -5.70
C  -1.08  3.05  -5.56
O  -2.89  1.92  -6.72
O  -1.24  2.23  -2.58
C  -1.27  3.22  -1.56
C  -2.42  4.23  -1.64
C  -3.13  4.45  -0.30
H  -6.70  -1.49  3.07
H  -6.96  -2.00  4.75
H  -7.27  -0.31  4.22
H  -4.98  0.16  3.98
H  -5.03  -0.74  5.47
H  -4.80  -2.74  3.47
H  -3.77  -1.43  2.93
H  -3.47  -2.10  5.80
H  -2.24  -1.81  4.62
H  -2.52  -4.21  5.71
H  -3.93  -4.33  4.70
H  -1.84  -5.41  3.76
H  -2.75  -4.34  2.70
H  -0.60  -3.07  4.28
H  -1.05  -2.84  2.56
H  0.32  -5.36  3.48
H  0.25  -4.73  1.88
H  2.38  -4.10  2.30
H  2.22  -4.23  4.02
H  1.17  -1.91  4.03
H  2.83  -2.01  3.49
H  0.57  -1.99  1.47
H  2.28  -1.78  1.25
H  1.45  0.42  1.14
H  2.30  0.22  2.63
H  0.34  1.53  3.03
H  0.21  -0.02  3.89
H  -1.87  0.03  3.08
H  -1.07  -0.76  1.73
H  -2.27  1.96  1.93
H  -0.76  1.94  1.09
H  -3.03  1.76  -0.15
H  -3.12  0.14  0.46
H  0.26  0.57  -1.63
H  -1.51  -1.59  -0.13
H  -2.89  -1.34  -1.16
H  -1.45  -2.94  -2.22
H  -0.06  -1.81  -2.16
H  -3.87  1.95  -1.95
H  -3.91  0.26  -2.35
H  -1.08  3.85  -4.83
H  -0.76  3.45  -6.50
H  -0.43  2.27  -5.19
H  -0.37  3.81  -1.73
H  -1.13  2.84  -0.56
H  -3.11  3.98  -2.43
H  -2.01  5.19  -1.93
H  -3.58  5.43  -0.31
H  -2.42  4.44  0.52
H  -3.94  3.74  -0.15
C  4.18  6.43  0.68
C  3.41  5.14  0.76
C  2.75  4.69  -0.52
O  1.66  3.90  -0.02
C  1.33  4.39  1.20
O  0.35  4.07  1.80
O  2.26  5.27  1.63
H  3.61  7.19  0.14
H  4.38  6.82  1.67
H  5.13  6.27  0.16
H  4.04  4.35  1.18
H  3.40  4.09  -1.15
H  2.34  5.52  -1.09
C  0.80  -5.09  -6.58
C  1.17  -5.67  -5.24
C  0.62  -4.94  -4.04
O  1.58  -5.26  -3.02
C  2.76  -5.48  -3.64
O  3.80  -5.59  -3.08
O  2.59  -5.56  -4.98
H  0.92  -4.01  -6.58
H  1.45  -5.49  -7.36
H  -0.23  -5.33  -6.82
H  0.92  -6.74  -5.20
H  -0.38  -5.28  -3.75
H  0.60  -3.86  -4.18
C  8.35  0.80  -0.44
C  7.61  1.59  0.61
C  6.37  2.31  0.12
O  6.28  3.40  1.05
C  7.54  3.67  1.49
O  7.84  4.62  2.12
O  8.39  2.70  1.09
H  8.47  1.37  -1.36
H  9.35  0.54  -0.09
H  7.82  -0.13  -0.67
H  7.37  0.95  1.47
H  5.47  1.70  0.16
H  6.49  2.72  -0.88

(4)
The following is a quantum chemistry calculation of a cluster of 3 separate species, C3H7NO2 in total, from OMol25.

Properties
* lowest unoccupied orbital energy (spin up / spin down): -1.266 / -1.266 eV
* E_HOMO (spin up / spin down): -8.8027 / -8.8025 eV
* E_tot: -323.603434 a.u.
* ΔE to the lowest compared entry with this formula, charge and spin: 4.831 eV
* Kohn-Sham gap (spin up / spin down): 7.5 / 7.5 eV

Atoms and positions in Å:
C  2.04  0.55  -0.38
C  1.10  -0.18  -1.16
O  -0.13  -0.52  0.80
C  -1.35  -0.38  0.41
O  -1.63  -0.10  -0.77
N  -2.36  -0.48  1.35
H  2.29  0.09  0.58
H  0.84  1.38  0.02
H  2.79  1.07  -1.02
H  0.88  0.31  -2.11
H  0.92  -1.23  -1.16
H  -3.27  -0.10  1.12
H  -2.11  -0.40  2.31

(5)
The following is a quantum chemistry calculation of a cluster of 2 separate species, CH2N2OS2 in total, from OMol25.

Properties
* lowest unoccupied orbital energy: -1.622 eV
* E_HOMO: -9.2954 eV
* E_tot: -1020.307869 a.u.
* ΔE to the lowest compared entry with this formula, charge and spin: 2.298 eV
* Kohn-Sham gap: 7.7 eV

Atoms and positions in Å:
C  0.51  -0.02  -0.64
N  1.49  -0.13  0.07
N  2.28  -0.54  0.71
O  -1.73  -2.14  0.77
S  0.47  -3.63  0.07
S  -0.27  -2.07  0.95
H  -0.24  0.62  -0.13
H  0.56  -0.28  -1.68

(6)
The following is a quantum chemistry calculation of a cluster of 2 separate species, C9H14O in total, from OMol25.

Properties
* lowest unoccupied orbital energy: 0.882 eV
* SMILES: Cc1ccc(O)cc1.CC
* E_HOMO: -8.3624 eV
* E_tot: -426.542672 a.u.
* ΔE to the lowest compared entry with this formula, charge and spin: 0.819 eV
* Kohn-Sham gap: 9.2 eV

Atoms and positions in Å:
C  1.64  1.34  1.97
C  0.30  0.73  1.63
C  -0.03  0.51  0.29
C  -1.28  -0.04  0.02
C  -2.05  -0.52  1.06
O  -3.16  -1.26  0.69
C  -1.85  -0.07  2.36
C  -0.66  0.59  2.63
H  1.57  2.27  2.51
H  2.16  1.60  1.05
H  2.34  0.68  2.47
H  0.75  0.47  -0.45
H  -1.69  -0.12  -0.99
H  -3.54  -1.63  1.50
H  -2.59  -0.35  3.11
H  -0.57  1.17  3.53
C  1.69  -1.05  -2.68
C  0.48  -0.26  -3.08
H  2.65  -0.56  -2.91
H  1.66  -1.34  -1.63
H  1.81  -1.90  -3.37
H  0.17  0.52  -2.40
H  0.59  0.17  -4.08
H  -0.37  -0.94  -3.23

(7)
The following is a quantum chemistry calculation of the molecule C4H4Cl2O2, from OMol25.

Properties
* lowest unoccupied orbital energy: -1.554 eV
* SMILES: C=C[C@H](Cl)C(=O)OCl
* E_HOMO: -10.1715 eV
* E_tot: -1225.566113 a.u.
* ΔE to the lowest compared entry with this formula, charge and spin: 2.939 eV
* Kohn-Sham gap: 8.6 eV

Atoms and positions in Å:
C  1.96  -0.69  0.25
C  0.90  0.03  0.67
C  0.14  0.84  -0.29
Cl  -0.29  2.46  0.28
C  -1.38  0.28  -0.62
O  -2.04  0.50  -1.58
O  -1.53  -0.50  0.40
Cl  -3.01  -1.56  0.49
H  2.20  -1.46  0.93
H  2.03  -0.86  -0.83
H  0.43  -0.07  1.56
H  0.58  1.01  -1.26

(8)
The following is a quantum chemistry calculation of a cluster of 14 separate species, C6H43N2O13 in total, from OMol25.

Properties
* spin multiplicity: 2
* lowest unoccupied orbital energy (spin up / spin down): -0.005 / -0.093 eV
* E_HOMO (spin up / spin down): -2.2930 / -8.9265 eV
* E_tot: -1341.774015 a.u.
* ΔE to the lowest compared entry with this formula, charge and spin: 3.284 eV
* Kohn-Sham gap (spin up / spin down): 2.3 / 8.8 eV

Atoms and positions in Å:
N  -0.88  1.08  -0.65
C  -0.35  1.10  0.81
C  -1.52  1.63  1.60
C  -2.17  2.96  1.58
C  0.08  -0.33  1.30
N  1.48  -0.72  0.94
C  2.17  0.54  0.52
C  2.19  -1.36  2.06
H  -0.99  0.15  -1.06
H  -1.86  1.44  -0.62
H  -0.33  1.72  -1.22
H  0.37  1.95  0.81
H  -1.26  1.49  2.69
H  -2.37  0.96  1.68
H  -1.49  3.84  1.75
H  -2.43  3.46  0.63
H  -3.05  3.06  2.21
H  -0.65  -1.05  0.81
H  -0.15  -0.26  2.38
H  3.21  0.25  0.18
H  2.29  1.14  1.46
H  1.77  0.89  -0.45
H  2.03  -2.42  2.10
H  2.20  -0.86  3.03
H  3.32  -1.37  1.94
H  -0.57  -3.71  3.96
H  0.20  -2.41  4.17
O  -0.01  -3.09  3.49
H  0.47  4.43  0.04
H  1.85  4.39  0.50
O  1.05  3.81  0.50
H  1.17  3.43  -2.92
H  0.56  3.58  -1.69
O  0.25  3.60  -2.60
H  3.30  -2.68  -0.82
H  2.36  -1.53  -1.09
O  2.92  -2.18  -1.57
H  1.92  0.84  -3.39
H  1.98  1.77  -4.68
O  1.66  1.68  -3.79
H  0.49  -4.26  1.36
H  1.17  -4.14  -0.19
O  0.47  -3.92  0.44
H  -0.33  -2.94  -3.95
H  0.83  -2.18  -3.51
O  0.07  -2.07  -4.07
H  -2.54  -1.08  2.79
H  -1.14  -1.63  3.16
O  -1.83  -0.99  3.41
H  3.79  3.40  -0.13
H  3.59  3.62  -1.70
O  3.32  3.14  -0.93
H  -1.52  -1.55  -2.39
H  -0.11  -1.80  -1.48
O  -1.02  -1.46  -1.59
H  -1.09  -3.84  0.21
H  -2.56  -4.62  0.48
O  -2.05  -3.96  0.02
H  -3.22  0.26  -3.45
H  -4.19  0.30  -2.25
O  -3.27  0.54  -2.51
H  -3.77  -1.03  0.25
H  -2.59  -0.78  -0.58
O  -3.22  -0.28  0.01

(9)
The following is a quantum chemistry calculation of the ion C4H6NS with charge +1, from OMol25.

Properties
* charge: +1
* lowest unoccupied orbital energy (spin up / spin down): -5.826 / -5.827 eV
* E_HOMO (spin up / spin down): -13.5656 / -13.5652 eV
* E_tot: -608.657115 a.u.
* ΔE to the lowest compared entry with this formula, charge and spin: 0.168 eV
* Kohn-Sham gap (spin up / spin down): 7.7 / 7.7 eV

Atoms and positions in Å:
C  -0.53  0.39  -1.21
C  -1.59  0.29  -0.35
C  1.06  0.07  0.59
C  0.10  -0.78  1.37
N  0.73  0.19  -0.85
S  -1.51  -0.67  1.08
H  -0.71  0.64  -2.25
H  -2.59  0.57  -0.64
H  1.04  1.09  1.02
H  2.08  -0.30  0.69
H  0.46  -1.51  2.08
H  1.46  0.02  -1.52

(10)
The following is a quantum chemistry calculation of a structure of composition C12H16CrN2S6, from OMol25.

Properties
* lowest unoccupied orbital energy (spin up / spin down): -0.382 / -0.381 eV
* E_HOMO (spin up / spin down): -7.2191 / -7.2528 eV
* E_tot: -4009.953793 a.u.
* Kohn-Sham gap (spin up / spin down): 6.8 / 6.9 eV

Atoms and positions in Å:
Cr  -0.23  0.32  0.84
C  -1.46  -1.99  -1.39
C  -0.87  -2.93  -0.36
S  0.41  -2.11  0.62
C  1.83  -2.17  -0.50
C  2.88  -1.23  0.08
S  2.27  0.47  0.23
C  2.28  0.95  -1.52
C  1.44  2.21  -1.66
S  -0.25  2.01  -1.02
C  -1.04  1.15  -2.41
C  -2.35  0.59  -1.89
S  -2.08  -0.53  -0.50
H  -2.29  -2.46  -1.92
H  -0.71  -1.69  -2.12
H  -0.46  -3.83  -0.81
H  -1.62  -3.23  0.36
H  1.53  -1.86  -1.50
H  2.22  -3.19  -0.54
H  3.79  -1.23  -0.52
H  3.14  -1.52  1.09
H  1.88  0.14  -2.14
H  3.30  1.15  -1.83
H  1.39  2.55  -2.69
H  1.87  3.02  -1.07
H  -0.39  0.36  -2.78
H  -1.23  1.86  -3.23
H  -2.92  0.08  -2.67
H  -2.97  1.39  -1.49
S  0.37  -0.16  3.02
C  -0.59  0.90  4.01
C  -0.38  0.84  5.42
N  -0.20  0.79  6.56
C  -1.50  1.72  3.46
S  -1.71  1.79  1.74
C  -2.34  2.56  4.26
N  -3.01  3.26  4.89

(11)
The following is a quantum chemistry calculation of a cluster of 3 separate species, CHN3O3S in total, from OMol25.

Properties
* lowest unoccupied orbital energy: -0.450 eV
* E_HOMO: -10.2836 eV
* E_tot: -826.879191 a.u.
* ΔE to the lowest compared entry with this formula, charge and spin: 1.006 eV
* Kohn-Sham gap: 9.8 eV

Atoms and positions in Å:
C  2.38  -3.10  -0.74
N  -0.34  -3.18  0.48
N  1.07  -0.13  0.41
N  -1.00  -2.31  0.58
O  1.71  -3.00  -1.70
O  2.96  -3.09  0.25
O  0.50  0.78  -1.85
S  0.33  -0.49  -0.74
H  1.13  1.48  -1.71

(12)
The following is a quantum chemistry calculation of the molecule CH5N3O4S, from OMol25.

Properties
* lowest unoccupied orbital energy: -0.015 eV
* SMILES: N[C@@H]([N+](=O)[O-])S(N)(=O)=O
* E_HOMO: -10.6426 eV
* E_tot: -904.379470 a.u.
* ΔE to the lowest compared entry with this formula, charge and spin: 2.340 eV
* Kohn-Sham gap: 10.6 eV

Atoms and positions in Å:
N  -0.09  -1.81  -0.70
C  0.16  -0.71  0.19
N  1.72  -0.61  0.31
O  2.11  -0.10  1.29
O  2.42  -1.10  -0.54
S  -0.29  1.05  -0.14
N  -1.67  1.27  0.73
O  -0.65  1.16  -1.53
O  0.69  1.97  0.34
H  0.80  -2.10  -1.16
H  -0.78  -1.54  -1.44
H  -0.34  -0.79  1.16
H  -1.72  2.01  1.42
H  -2.35  1.31  0.08